Record 1
Computed, not measured: a cluster of 8 separate species, C34H58N2O30S8 in total in a non-equilibrium geometry, with ωB97M-V/def2-TZVPD.

Summary:
LUMO energy   -1.3 eV
Frontier orbital gap   7.0110 eV
SMILES   CCCCCCCc1cc2nsnc2c(CC)c1CCCCOC=O.O=S1(=O)OCCO1.O=S1(=O)OCCO1.O=S1(=O)OCCO1.O=S1(=O)OCCO1.O=S1(=O)OCCO1.O=S1(=O)OCCO1.O=S1(=O)OCCO1

```
132
Properties=species:S:1:pos:R:3:forces:R:3:mulliken_charge:R:1
O 6.684036 3.432329 -2.956738 -0.202 1.109 -0.107 -0.584
C 8.295713 -9.219204 0.844617 -0.075 -0.516 -0.375 -0.399
H 0.199467 -4.255604 1.713218 0.236 1.325 1.228 0.274
C -2.113567 -3.366135 0.863333 -1.531 0.132 0.611 -0.787
H -3.110196 5.459505 7.974904 -0.015 0.099 -0.021 0.300
H 0.549468 5.480737 -7.051492 0.175 0.012 0.219 0.308
H 7.273407 -2.869555 0.251331 -0.002 0.088 0.006 0.124
H -10.072636 2.182533 -1.730448 -0.003 -0.085 0.020 0.328
O -3.598578 4.968092 6.046398 0.662 0.089 -0.736 -0.259
C -11.226416 0.828597 -0.486199 0.058 -0.587 -0.347 0.289
H 5.158837 -0.854596 1.202740 0.054 0.004 -0.061 0.245
C -10.828753 1.399604 -1.839282 0.589 0.070 0.288 -0.355
C -2.974842 -1.805578 -1.187006 -0.379 -0.531 -0.155 -0.905
C 1.557991 5.066973 -7.098423 0.004 -0.014 -0.618 -0.310
C 8.683778 -8.628317 -0.504002 0.346 0.011 0.408 -0.323
H 1.018165 -1.259297 2.574762 0.080 -1.311 -1.513 0.164
H -6.303389 -1.800868 -0.968548 0.366 1.924 1.192 0.328
H 6.379702 -3.829303 -4.247179 -0.037 -0.061 -0.077 0.318
H 0.475363 1.579333 3.272748 -0.367 -0.071 -1.907 0.341
O 8.403830 -6.939168 -2.303372 2.069 4.181 -3.536 -0.422
S 6.541521 -7.573499 0.214452 0.326 -0.220 -0.200 1.197
H 5.692070 -1.158385 -0.471460 -0.164 -0.210 0.039 0.307
C 2.229153 2.630456 1.414837 0.838 -2.627 -3.752 0.205
H 5.189684 -5.149413 -4.389634 0.124 -0.111 0.268 0.315
H -10.458677 0.630503 -2.518884 -0.249 0.125 -0.032 0.303
H -1.904304 0.304028 0.075736 -0.049 1.810 0.534 -0.334
O 6.137353 5.315481 -1.437799 0.034 -0.507 -0.380 -0.338
C -5.617606 1.691954 1.485584 0.855 -1.741 -2.381 -0.126
N -8.004459 0.887367 2.585498 1.662 -1.546 -2.821 -0.551
O -1.329917 5.859155 5.898215 -0.429 -0.831 -0.027 -0.326
O 4.983922 -5.033386 0.840137 -2.633 2.710 1.343 -0.395
O -12.837037 3.909412 -1.002223 -0.347 -1.103 -0.010 -0.529
H 7.769294 -10.170738 0.721916 0.102 0.004 -0.013 0.307
H -1.667269 0.473523 2.464615 0.673 1.817 -0.603 -0.130
H -4.497414 -0.798602 -2.545696 1.217 0.672 1.468 0.503
H -1.522035 -1.761373 2.456723 -0.259 -1.926 -0.492 -0.244
C -5.495344 2.912146 2.514507 -0.462 -0.383 0.570 -1.037
H -1.853637 2.341031 2.520384 0.689 -1.258 -0.850 -0.310
O 3.888061 -3.606799 2.606372 0.720 -0.226 -0.630 -0.575
S -12.961788 2.488184 -1.135850 -0.020 -0.113 0.070 1.099
O -14.228249 1.825481 -1.255168 0.892 0.789 -0.020 -0.540
H -4.511325 1.320797 3.750233 -0.239 1.717 0.749 0.256
H 0.329086 -3.458874 3.466129 0.147 -0.007 -1.877 0.300
O 0.806064 2.850077 1.604915 2.909 -1.139 0.040 -0.313
O 8.444865 -5.656430 -4.438533 -0.241 0.398 0.658 -0.314
H 3.960459 3.618096 -1.276055 -0.085 0.082 0.045 0.306
C 7.188677 -5.647235 -5.116010 -0.481 -0.301 -0.198 -0.410
H 9.430764 -7.838192 -0.387703 -0.024 -0.087 -0.007 0.264
O -1.673176 3.405369 5.976238 -0.264 0.871 -0.850 -0.622
H -3.348847 -2.690060 -1.846576 0.729 1.473 1.141 0.362
C 0.245425 1.602488 2.130199 -1.036 -1.496 1.137 -0.461
C -1.350427 1.474226 1.960496 0.218 -0.174 -0.311 0.342
S 3.367335 4.220388 -5.601650 -0.261 -0.331 0.160 1.268
H 4.755707 5.465870 0.104599 0.231 -0.069 -0.132 0.326
C -1.508075 -2.915828 2.292639 1.121 0.032 0.012 0.049
O 3.089693 3.690700 -4.299127 -1.769 -0.564 -3.148 -0.487
H 0.810509 3.123057 -6.483306 -0.028 0.058 -0.084 0.265
H 0.722065 0.685256 1.633464 -0.527 1.545 0.595 0.275
H -3.237319 2.716451 -0.836949 -0.071 -0.859 1.799 0.414
S -9.158460 -0.375493 2.351267 3.526 0.933 -1.539 0.116
C -3.375842 5.966158 7.042221 0.302 0.104 0.633 -0.345
H -4.949880 3.833495 2.105152 -0.805 -1.559 0.293 0.438
H 2.088204 5.498326 -7.952428 -0.069 -0.047 0.013 0.293
H 4.575080 6.627663 -1.236364 -0.039 -0.050 0.045 0.297
O -12.130099 1.784345 0.068802 -0.165 0.726 -0.648 -0.314
H -6.567306 3.246001 2.809121 1.781 -0.596 -0.785 0.466
H 6.874142 -6.684394 -5.264632 -0.037 0.074 -0.015 0.281
C 6.759074 -2.314106 1.041746 0.228 -0.026 -0.688 -0.194
H -1.325775 -3.622948 0.070607 -0.940 0.669 1.248 0.386
C 1.553648 3.546289 -7.166055 -0.562 0.038 0.241 -0.368
H -3.848378 3.081834 4.159212 -1.743 -1.567 -0.744 -0.614
H 9.061461 -9.385460 -1.192879 -0.223 0.144 -0.045 0.342
O 8.850750 -4.457565 -2.302486 -0.350 -1.025 -0.252 -0.623
H -3.270517 3.052161 1.011881 0.039 -1.192 -1.334 0.098
H -5.540356 2.589960 4.770637 1.407 -0.627 -1.409 0.344
O 4.460498 4.535229 -3.038776 3.227 1.845 1.980 -0.166
C -1.844610 1.404127 0.416006 0.544 0.737 0.112 0.038
H -1.049273 1.928162 -0.254395 -1.304 -0.918 1.190 0.385
H -3.148018 0.387065 -1.953264 -1.239 -1.610 0.530 0.192
C -2.212724 6.795305 6.517275 -0.456 0.497 -0.065 -0.363
H 7.457473 -1.619363 1.509493 -0.158 -0.182 0.176 0.329
O -12.016077 1.997238 -2.361480 -0.639 -0.035 0.625 -0.318
C 0.087902 -3.310939 2.353911 -1.507 1.120 -0.225 -0.657
H -2.102628 -3.353522 3.180481 0.895 0.468 -1.552 0.459
C 4.816060 5.592322 -0.977649 -0.469 0.342 -0.097 -0.401
O 4.665335 4.680771 -5.992867 -0.981 -0.591 0.491 -0.566
H 3.025176 3.059978 2.132254 -1.834 -0.153 -0.673 0.353
C -4.863884 0.025065 -0.507291 -2.904 -0.896 1.487 0.879
O 6.270334 -3.256563 1.996308 -0.943 0.099 0.040 -0.337
H 7.281849 -5.154468 -6.085084 0.203 0.000 0.185 0.319
S 6.072744 4.730673 -2.953452 -0.288 0.018 -0.010 1.082
C 0.853376 -2.011944 1.706120 -0.810 -0.483 0.626 -0.049
O 6.650846 -6.152669 0.361432 1.854 -2.825 -0.715 -0.387
N -8.477784 -1.296420 1.042689 3.670 4.794 1.247 -0.645
C 6.234365 -4.912122 -4.186025 0.080 0.492 -0.406 -0.342
O 5.281205 -8.249599 0.092046 0.770 0.829 0.037 -0.630
O 6.599346 -5.332002 -2.871659 0.786 -0.619 -0.046 -0.237
H 9.156281 -9.363148 1.498996 -0.185 0.220 0.070 0.312
C -3.229634 2.225045 0.217382 -0.506 -0.728 -0.278 -1.052
H -3.161179 -1.400543 1.109538 -0.218 -0.963 -1.418 0.011
H -10.369321 0.681732 0.171281 -0.212 0.229 0.009 -0.293
H 1.371206 3.175260 -8.175158 0.269 -0.025 0.112 0.313
C -7.256736 -0.530794 0.778497 1.519 0.176 -0.951 0.482
C -4.548843 1.327273 0.381990 -3.827 -1.083 2.110 0.661
S -2.181230 4.590418 5.348916 0.129 0.113 0.401 1.225
S 4.809039 -3.783358 1.520495 -0.097 -0.501 -0.199 1.074
H 0.082633 -1.489760 1.004061 1.572 -0.985 0.843 -0.032
O 4.523109 -2.634896 0.406142 0.373 -0.592 0.330 -0.344
O 6.453352 5.771997 -3.860788 -0.104 -0.974 0.659 -0.534
S 8.196967 -5.620923 -2.831469 0.225 0.038 -0.078 1.052
C -3.838895 -0.495249 -1.639712 -0.612 0.397 0.245 -1.050
H 2.877450 4.950711 -1.756509 0.142 -0.019 -0.273 0.299
H 1.827234 -2.300002 1.163772 -1.545 0.714 0.952 -0.037
C 5.518015 -1.615656 0.503767 0.220 0.529 0.304 -0.263
H -2.546262 7.504824 5.754523 -0.009 -0.016 0.082 0.279
O 2.285166 5.391453 -5.913649 0.254 -0.707 0.284 -0.337
H -1.698215 7.334927 7.313749 0.125 -0.227 -0.138 0.312
O 2.681188 1.930646 0.445521 -2.349 3.266 4.438 -0.473
C -6.163773 -0.853816 -0.311143 1.725 2.277 0.772 -0.624
H -11.763562 -0.117987 -0.599856 0.111 0.008 -0.017 0.317
O 7.384057 -8.281011 1.411889 -0.084 0.582 -0.326 -0.376
C -3.205301 -2.252432 0.342912 0.351 -0.972 -0.009 0.066
H -4.252659 -2.740649 0.411930 1.669 1.039 -0.038 0.406
O -2.326521 4.718383 3.928080 0.183 -0.286 0.994 -0.518
H -4.275343 6.562637 7.197631 0.004 -0.200 -0.237 0.304
O 2.846378 3.150951 -6.710204 0.422 0.728 0.064 -0.321
C -6.911294 0.762701 1.631424 -2.524 -1.865 0.584 0.351
O 7.489749 -8.038770 -1.018872 -2.785 -2.876 3.994 -0.239
H -1.853324 -1.688876 -1.452294 -1.806 0.038 0.632 0.293
C 3.914963 4.616106 -1.722531 0.078 -0.385 0.540 -0.368
C -4.775920 2.427103 3.912116 -0.454 0.472 -0.350 0.008
H -2.722211 -4.339642 1.049066 1.226 1.506 -0.387 0.258
```
Positions in Å, forces in eV/Å.

=====

Record 2
Computed, not measured: a cluster of 9 separate species, C34H58N4O15 in total in a non-equilibrium geometry, with ωB97M-V/def2-TZVPD.

Summary:
LUMO energy   0.0 eV
Frontier orbital gap   9.8704 eV
SMILES   C[C@H]1COC(=O)O1.C[C@H]1COC(=O)O1.C[C@H]1COC(=O)O1.COC(=O)OC.COC(=O)OC.CCCC#N.CCCC#N.CCCC#N.CCCC#N

```
111
Properties=species:S:1:pos:R:3:forces:R:3:mulliken_charge:R:1
H -5.018000 -28.551000 1.522000 1.308 -1.176 0.284 0.720
H 0.678000 -29.290000 -2.438000 -0.042 -0.944 0.075 0.413
H -0.851000 -25.690000 0.558000 0.794 0.761 0.385 0.480
H -6.486000 -27.130000 -0.728000 -0.041 1.169 -0.544 -0.634
C -8.864000 -26.916000 -2.279000 0.153 0.437 -5.558 0.583
H -9.827000 -24.032000 6.018000 0.264 0.338 0.147 0.336
H -6.607000 -28.152000 1.516000 -2.641 -0.314 1.231 0.617
H -4.938000 -23.967000 4.375000 -0.238 -0.064 -0.023 -1.071
H -4.588000 -24.708000 -3.800000 1.025 1.185 0.857 0.496
H -5.832000 -27.451000 -6.650000 -0.208 -0.148 0.005 0.384
C -9.964000 -24.570000 0.241000 0.957 1.550 -2.242 -1.179
O -9.374000 -27.720000 -1.390000 -1.050 -2.458 0.428 -0.332
C 0.226000 -28.324000 -2.343000 -1.213 -0.976 1.142 -0.977
H -2.203000 -25.503000 -0.513000 -0.088 -1.087 0.578 0.273
C 1.389000 -27.386000 -2.148000 -2.138 1.853 -3.469 -0.969
H -5.134000 -23.438000 0.354000 0.009 1.300 0.187 0.353
H -8.939000 -24.881000 7.294000 0.338 -0.411 -0.272 0.403
C -5.455000 -25.688000 -5.417000 -0.731 -0.283 1.235 -0.597
H -9.545000 -27.537000 0.687000 1.076 -0.492 -0.121 0.238
H -1.360000 -27.391000 -1.142000 0.231 -0.067 0.067 -0.480
O -5.520000 -22.995000 -1.714000 1.914 0.106 -0.527 -0.407
O -8.755000 -25.708000 -1.753000 0.412 2.089 -0.382 -0.357
O -7.592000 -21.148000 3.671000 -1.744 -0.155 1.920 -0.482
C -5.807000 -27.911000 -0.472000 0.462 -1.129 1.000 -0.017
C -3.477000 -23.267000 5.609000 -5.100 -11.377 -6.486 0.016
N -4.914000 -25.504000 1.970000 -2.111 -5.305 -2.562 -0.070
H -10.280000 -26.617000 5.811000 -1.074 -0.726 0.935 0.453
H -1.486000 -28.523000 4.339000 0.966 -0.213 -0.181 0.373
H -2.343000 -24.714000 0.904000 -0.470 1.388 1.905 0.377
H -6.268000 -25.088000 -3.540000 -0.881 0.815 0.416 0.224
C -1.913000 -25.592000 0.562000 0.517 -1.534 -2.160 -1.146
O -6.910000 -27.463000 3.853000 0.906 -0.755 -1.093 -0.520
C -5.456000 -23.823000 -0.595000 0.766 -2.563 0.255 0.042
O -8.712000 -26.270000 3.293000 -0.263 0.734 -2.384 0.099
C -9.079000 -24.801000 6.218000 0.373 0.367 -2.467 -0.690
H -3.684000 -28.566000 -0.657000 -1.377 0.173 -0.623 0.315
H -9.385000 -23.594000 0.116000 -0.867 -1.149 0.301 -0.048
C -0.995000 -28.405000 -1.334000 1.461 1.143 0.006 0.583
H -5.951000 -25.824000 7.586000 0.118 -0.706 0.017 0.402
H -10.785000 -26.883000 -0.009000 -2.652 0.098 -1.304 0.464
C -0.749000 -29.044000 -0.033000 0.073 0.496 -1.441 0.541
H -10.662000 -26.211000 3.512000 -1.198 -0.699 0.222 0.429
H -7.412000 -20.195000 -4.380000 0.427 -0.689 -1.613 0.352
O -7.659000 -22.341000 -1.195000 5.490 0.454 -4.514 -0.587
C -5.619000 -27.191000 -5.615000 2.411 -0.218 -1.037 -0.401
C -6.923000 -21.839000 2.725000 3.205 -2.593 -0.810 0.515
O -8.348000 -26.815000 5.338000 -0.580 -0.932 1.536 -0.373
C -5.296000 -26.566000 1.535000 1.767 5.704 2.920 0.376
N -3.321000 -28.280000 -4.944000 0.991 -0.496 0.384 -0.517
C -5.329000 -25.440000 -3.888000 -1.483 1.387 -2.236 -0.263
H -3.121000 -29.154000 4.812000 0.783 1.358 -1.613 0.245
O -7.994000 -19.012000 4.084000 -0.232 0.587 0.287 -0.572
C -9.838000 -25.713000 3.955000 0.624 0.652 -0.502 -0.617
C -7.600000 -19.858000 3.356000 -0.379 0.897 0.620 0.424
C -7.297000 -20.521000 -3.390000 0.121 2.012 4.199 -0.794
H -3.991000 -26.920000 -0.902000 -0.285 -0.428 -0.789 -0.237
C -5.713000 -27.886000 1.107000 1.405 1.315 -3.036 -1.552
H -8.395000 -23.195000 2.108000 -1.740 -0.112 -0.128 0.631
C -9.783000 -27.018000 -0.237000 1.853 -0.214 1.489 -0.505
C -4.095000 -24.409000 4.909000 -0.384 0.816 0.322 1.851
H -8.164000 -25.771000 0.153000 1.531 0.338 0.908 -0.986
O -7.133000 -19.664000 2.133000 1.318 0.115 -1.143 -0.389
H -8.130000 -24.616000 5.570000 -1.265 0.741 1.892 -0.134
H -3.724000 -25.966000 6.361000 -0.224 -0.426 -0.856 0.241
C -2.513000 -28.271000 4.365000 -1.941 -0.930 0.761 -0.635
H -6.809000 -19.676000 -2.826000 -0.058 -0.539 -0.891 0.314
H -4.422000 -28.075000 -2.263000 -0.266 0.123 0.797 0.395
H -9.957000 -24.662000 3.639000 0.457 -0.173 0.644 0.306
H -5.875000 -21.131000 1.043000 -0.972 1.026 0.098 0.163
O -8.639000 -27.155000 -3.513000 -0.487 0.517 5.372 -0.663
H -10.139000 -24.756000 1.299000 0.056 -0.164 -0.067 0.111
C -6.543000 -22.317000 -2.019000 -7.838 0.214 5.507 0.835
C -7.400000 -23.213000 2.437000 -0.214 -1.064 1.946 0.410
H -10.945000 -24.433000 -0.309000 1.108 -0.429 0.611 0.489
C -7.927000 -26.915000 4.109000 1.248 -0.233 0.722 0.510
H -4.607000 -24.475000 -0.885000 -0.743 -0.183 0.338 0.020
N -0.511000 -29.559000 0.956000 0.131 -0.436 0.987 -0.593
O -1.475000 -26.092000 3.248000 -4.633 -4.684 -5.029 -0.701
H -0.218000 -28.167000 -3.304000 -0.511 0.349 -0.477 0.449
H -6.188000 -24.485000 6.547000 -0.514 1.193 0.852 0.058
C -9.074000 -25.699000 -0.359000 -1.919 -0.097 0.456 2.266
H -6.365000 -24.403000 -0.369000 0.246 0.310 -0.671 -0.153
H -5.162000 -26.236000 -3.260000 0.970 -2.247 0.907 -0.429
C -4.457000 -27.905000 -1.166000 1.830 0.979 1.004 -0.701
H -4.756000 -24.532000 7.797000 -1.069 0.294 -0.513 0.416
C -5.425000 -25.043000 7.065000 0.735 1.259 -0.016 -1.277
H -3.410000 -24.703000 4.108000 -0.024 -0.616 0.415 -0.260
H -8.284000 -20.435000 -2.861000 0.749 -1.552 -0.583 0.296
H 2.180000 -27.824000 -1.666000 1.940 -0.818 1.282 0.324
H -6.879000 -23.758000 1.696000 0.994 0.026 -0.927 -0.502
H -6.310000 -27.637000 -4.950000 -1.302 -0.083 0.522 0.190
H 1.623000 -27.226000 -3.283000 0.481 0.245 2.232 0.286
H -2.676000 -27.465000 5.072000 0.042 0.388 -0.438 0.132
H -6.361000 -28.763000 -0.801000 -0.338 -1.045 0.189 0.810
O -2.960000 -27.922000 2.993000 0.377 -0.388 0.194 -0.076
C -9.511000 -26.023000 5.416000 0.024 1.105 0.651 -0.092
H -1.825000 -28.858000 -1.815000 -0.593 -0.834 -0.495 0.377
C -4.329000 -27.848000 -5.255000 -1.271 0.684 -0.588 0.319
H -7.245000 -23.862000 3.337000 -0.561 0.549 -0.510 -0.829
H -5.285000 -26.168000 5.402000 0.578 -0.678 -0.836 0.107
C -2.280000 -26.946000 2.439000 4.935 4.993 5.655 0.249
H 1.094000 -26.421000 -1.716000 0.274 -0.181 -0.072 0.260
N -3.104000 -22.403000 6.106000 5.024 11.226 6.534 -0.467
O -2.378000 -26.827000 1.142000 -1.139 0.031 0.010 0.242
C -4.600000 -25.489000 5.885000 1.218 -0.921 0.636 -0.099
H -5.911000 -22.051000 3.109000 0.219 0.654 -0.005 0.088
C -6.862000 -20.959000 1.542000 -1.317 0.270 -1.376 0.340
H -4.553000 -25.230000 -5.832000 -0.295 -0.579 -0.667 0.341
H -7.758000 -21.122000 0.870000 1.399 -0.134 0.266 0.074
H -6.367000 -25.216000 -5.835000 0.652 0.019 0.305 0.309
O -6.392000 -21.645000 -3.102000 -1.032 1.017 -1.765 -0.355
```
Positions in Å, forces in eV/Å.

=====

Which of these has the lowest frontier orbital gap? C34H58N2O30S8

=====

Among the records above, which one has the highest frontier orbital gap? C34H58N4O15

=====

Which value of LUMO energy does entry 1 give? -1.3 eV

=====

The lowest frontier orbital gap belongs to which entry? C34H58N2O30S8